(1)
The following is a DFT calculation (wB97M-V/def2-TZVPD) of C38H26CrN7O as an isolated structure.

Output
* energy above the lowest of the compared OMol25 structures with the same formula, charge and spin: 715.33 kJ/mol
* spin multiplicity: 5
* total charge: +1
* E_LUMO (alpha / beta): -2.963 / -3.091 eV
* gap between HOMO and LUMO (alpha / beta): 5.425 / 6.926 eV

Last column: Löwdin charge in e.
Atoms and positions in Å:
Cr  2.84  -0.04  -0.66  0.899
C  6.98  0.00  -1.93  -0.030
C  5.58  -0.01  -1.94  -0.092
N  4.88  -0.04  -0.83  0.004
C  5.51  -0.05  0.39  -0.131
C  6.91  -0.04  0.48  -0.146
C  7.64  -0.02  -0.73  0.022
C  7.51  -0.05  1.76  -0.036
C  6.71  -0.07  2.86  -0.058
C  5.30  -0.08  2.78  0.012
C  4.67  -0.07  1.55  -0.184
N  3.34  -0.08  1.23  -0.038
C  2.20  -0.10  1.97  -0.186
C  2.06  -0.14  3.34  -0.012
C  0.81  -0.16  3.97  -0.050
C  -0.37  -0.14  3.20  -0.013
C  -0.31  -0.10  1.85  -0.141
C  -1.44  -0.09  0.93  -0.094
C  -1.04  -0.05  -1.36  -0.052
C  0.23  -0.04  -2.19  -0.124
N  1.44  -0.02  -1.85  -0.020
C  0.95  -0.09  1.07  -0.146
H  7.52  0.02  -2.87  0.115
H  5.03  -0.01  -2.87  0.123
H  8.72  -0.01  -0.70  0.129
H  8.59  -0.04  1.85  0.116
H  7.16  -0.08  3.85  0.114
H  4.73  -0.10  3.69  0.087
H  2.94  -0.16  3.96  0.085
H  0.76  -0.19  5.04  0.105
H  -1.34  -0.16  3.68  0.123
H  -2.38  -0.10  1.49  0.165
H  -1.82  -0.05  -2.12  0.137
H  0.01  -0.06  -3.26  0.125
C  -9.86  0.84  -1.44  -0.067
O  -9.10  -0.32  -1.16  -0.066
C  -7.76  -0.20  -1.05  -0.278
C  -7.07  1.00  -1.18  -0.007
C  -5.69  1.01  -1.04  -0.027
C  -4.98  -0.16  -0.76  -0.158
C  -5.69  -1.35  -0.64  -0.013
C  -7.06  -1.38  -0.78  0.016
C  -3.51  -0.17  -0.58  -0.276
N  -2.88  -1.30  -0.51  0.188
C  -1.46  -1.10  -0.23  -0.262
C  -1.45  0.96  -0.21  -0.243
N  -2.88  1.11  -0.52  0.137
C  -0.35  1.95  -0.07  -0.049
C  -0.30  3.24  -0.53  0.031
C  0.92  3.88  -0.69  -0.022
C  2.07  3.14  -0.49  -0.080
N  2.04  1.89  -0.01  0.055
C  0.87  1.31  0.28  -0.118
C  0.88  -1.46  0.24  -0.121
N  2.04  -2.01  -0.09  0.053
C  2.08  -3.24  -0.62  -0.083
C  0.94  -3.98  -0.84  -0.021
C  -0.30  -3.36  -0.63  0.037
C  -0.34  -2.08  -0.13  -0.051
H  -10.89  0.52  -1.50  0.096
H  -9.56  1.28  -2.40  0.097
H  -9.75  1.58  -0.65  0.097
H  -7.58  1.92  -1.40  0.105
H  -5.18  1.95  -1.19  0.108
H  -5.15  -2.26  -0.43  0.112
H  -7.62  -2.30  -0.69  0.126
H  -3.40  1.83  -0.06  0.138
H  -1.22  3.75  -0.81  0.128
H  0.99  4.90  -1.04  0.116
H  3.05  3.54  -0.72  0.125
H  3.06  -3.63  -0.88  0.124
H  1.01  -4.99  -1.22  0.116
H  -1.22  -3.86  -0.91  0.131


(2)
The following is a DFT calculation (wB97M-V/def2-TZVPD) of a single C2H4S molecule in a non-equilibrium geometry.

Output
* energy above the lowest of the compared OMol25 structures with the same formula, charge and spin: 282.55 kJ/mol
* spin multiplicity: 1
* total charge: 0
* E_LUMO (alpha / beta): -0.105 / -0.126 eV
* gap between HOMO and LUMO (alpha / beta): 8.009 / 7.952 eV

Last column: Löwdin charge in e.
Atoms and positions in Å:
C  1.03  -0.65  0.14  -0.445
C  -1.06  0.45  -0.25  -0.449
S  -0.44  -1.06  -0.54  0.841
H  1.41  -1.34  0.90  -0.006
H  1.15  0.49  0.34  0.029
H  -1.60  0.98  -1.07  0.004
H  -0.49  1.13  0.48  0.026


(3)
The following is a DFT calculation (wB97M-V/def2-TZVPD) of C11H18BrN5O3Os as an isolated structure.

Output
* spin multiplicity: 5
* total charge: +4
* E_LUMO (alpha / beta): -12.736 / -15.625 eV
* gap between HOMO and LUMO (alpha / beta): 7.074 / 6.263 eV

Last column: Löwdin charge in e.
Atoms and positions in Å:
Os  1.63  1.85  1.37  1.511
O  7.54  2.96  1.27  0.255
C  6.31  2.60  1.18  -0.208
C  5.82  1.53  0.37  0.093
C  4.50  1.24  0.36  -0.029
N  3.60  1.95  1.12  -0.245
C  4.10  2.96  1.88  -0.619
Br  2.58  3.71  2.79  1.012
C  5.38  3.35  1.98  0.080
H  8.18  2.46  0.73  0.195
H  6.51  0.95  -0.24  0.159
H  4.10  0.44  -0.25  0.145
H  5.73  4.16  2.61  0.170
N  -0.54  1.69  1.63  -0.053
C  -1.15  0.86  0.53  -0.232
C  -2.45  0.17  0.96  -0.108
C  -3.35  -0.40  -0.15  -0.140
C  -2.97  -1.74  -0.72  -0.108
N  -3.62  -2.10  -1.89  0.119
C  -3.90  -3.38  -2.34  -0.370
N  -4.80  -3.51  -3.29  0.263
N  -3.27  -4.42  -1.83  0.257
C  -0.06  -0.03  -0.01  -0.404
O  -0.29  -1.06  -0.69  0.256
O  1.16  0.29  0.18  -0.101
H  -0.75  1.24  2.53  0.135
H  -1.02  2.59  1.68  0.137
H  -1.38  1.56  -0.30  0.189
H  -3.05  0.94  1.47  0.145
H  -2.24  -0.60  1.72  0.149
H  -3.47  0.34  -0.95  0.139
H  -4.35  -0.51  0.29  0.154
H  -2.82  -2.56  -0.02  0.143
H  -1.28  -1.31  -0.83  0.115
H  -4.01  -1.36  -2.46  0.175
H  -5.39  -2.75  -3.59  0.157
H  -4.97  -4.41  -3.73  0.165
H  -2.47  -4.33  -1.23  0.135
H  -3.54  -5.36  -2.08  0.164


(4)
The following is a DFT calculation (wB97M-V/def2-TZVPD) of a 2-piece molecular cluster, C4H9ClFP overall in a non-equilibrium geometry.

Output
* energy above the lowest of the compared OMol25 structures with the same formula, charge and spin: 180.88 kJ/mol
* spin multiplicity: 1
* total charge: 0
* E_LUMO: 0.404 eV
* gap between HOMO and LUMO: 8.719 eV

Last column: Löwdin charge in e.
Atoms and positions in Å:
C  1.37  -1.41  0.03  -0.327
C  1.87  1.24  -0.36  -0.350
C  -2.35  -0.25  0.73  -0.542
C  -1.38  0.50  -0.11  -0.431
F  -1.47  1.79  -0.32  -0.017
P  0.90  0.22  0.85  0.911
Cl  -3.98  -0.46  -0.08  0.488
H  0.95  -1.40  -0.90  0.000
H  1.09  -2.18  0.57  -0.035
H  2.41  -1.45  0.16  0.025
H  1.61  2.22  -0.34  -0.025
H  1.91  0.65  -1.39  0.091
H  2.85  1.32  -0.04  -0.009
H  -2.45  0.41  1.54  0.056
H  -2.20  -1.33  0.80  0.059
H  -1.14  0.13  -1.14  0.107


(5)
The following is a DFT calculation (wB97M-V/def2-TZVPD) of a single CF3N molecule in a non-equilibrium geometry.

Output
* SMILES: FN=C(F)F
* energy above the lowest of the compared OMol25 structures with the same formula, charge and spin: 0.00 kJ/mol
* spin multiplicity: 1
* total charge: 0
* E_LUMO: 0.765 eV
* gap between HOMO and LUMO: 12.483 eV

Last column: Löwdin charge in e.
Atoms and positions in Å:
F  0.55  0.41  1.61  -0.023
N  -0.49  0.04  0.86  0.128
C  -0.12  -0.09  -0.32  -0.449
F  -0.89  -0.70  -1.20  0.155
F  0.94  0.35  -0.95  0.189


(6)
The following is a DFT calculation (wB97M-V/def2-TZVPD) of a 2-piece molecular cluster, C3H6IN2 overall in a non-equilibrium geometry.

Output
* energy above the lowest of the compared OMol25 structures with the same formula, charge and spin: 170.66 kJ/mol
* spin multiplicity: 1
* total charge: +1
* E_LUMO: -3.388 eV
* gap between HOMO and LUMO: 9.851 eV

Last column: Löwdin charge in e.
Atoms and positions in Å:
C  -0.12  1.32  1.14  -0.177
C  -0.04  0.34  0.18  -0.246
C  -0.61  0.03  1.40  0.246
N  0.21  2.59  1.23  0.198
N  0.25  -0.18  -0.95  0.189
I  0.05  -3.71  -1.62  0.474
H  0.63  2.88  0.29  0.179
H  -1.23  -0.64  1.92  0.118
H  0.04  3.15  2.06  0.146
H  -0.03  -1.13  -1.27  -0.022
H  0.64  0.35  -1.76  0.168
H  0.21  -5.00  -2.62  -0.272